12
Properties=species:S:1:pos:R:3:forces:R:3 method="wB97M-V/def2-TZVPD" gap_ha=0.318 homo_energy_ev=-9.026 de_lowest_kcal_mol=119.50
C 0.654000 -0.301194 0.240914 1.84 2.48 -2.40
C 0.386270 1.022012 -0.507243 -0.19 0.70 1.53
H -2.114172 0.159277 1.485459 0.97 -1.03 -1.78
H -2.271988 -1.444375 0.389004 2.18 4.52 0.78
H -0.224420 -1.453477 2.249603 0.04 2.57 -4.50
H 2.113059 -1.621795 0.477305 -0.78 1.73 -0.67
H 1.339503 1.339868 -0.771707 1.77 -0.26 -2.15
H 0.313716 1.930728 0.187108 -1.90 -1.26 -0.42
N -1.584344 -0.265755 0.645313 -4.99 -3.38 0.96
N -0.356184 -0.618881 1.006288 -0.37 -4.04 6.58
N 1.832814 -0.700699 -0.012744 0.93 -2.76 1.62
F -0.515926 0.873579 -1.543422 0.50 0.72 0.45

64
Properties=species:S:1:pos:R:3:forces:R:3 method="wB97M-V/def2-TZVPD" gap_ha="0.164 / 0.249" total_charge=-2 homo_energy_ev="-0.631 / -2.921" spin_multiplicity=2 de_lowest_kcal_mol=0.00
Ru 0.627362 1.907688 1.563840 1.01 -0.60 -1.09
C 1.992375 0.286800 -2.624952 0.00 -0.02 -0.06
N 2.996126 -0.198288 -1.691868 -0.05 0.04 0.13
C 3.306874 -1.619439 -1.832344 0.03 0.07 -0.02
C 3.009280 0.411469 -0.456976 0.13 -0.40 -0.18
O 2.165651 1.266604 -0.183116 -0.66 0.55 0.71
N 4.003918 0.033131 0.399957 -0.10 0.15 -0.05
C 5.336405 -0.274012 -0.077107 0.05 -0.02 -0.02
C 3.920200 0.522085 1.764745 0.01 -0.08 0.10
H 2.282024 -0.034143 -3.627469 -0.02 0.02 0.00
H 1.944181 1.372812 -2.592756 0.00 -0.01 0.01
H 1.001044 -0.115433 -2.392031 0.00 0.00 0.00
H 2.398498 -2.177180 -2.068011 -0.03 0.01 0.01
H 3.696640 -2.023304 -0.903894 -0.02 -0.02 0.02
H 4.036637 -1.780167 -2.631790 0.00 0.00 0.01
H 5.356366 -0.299204 -1.162749 0.01 0.02 0.00
H 5.684822 -1.239906 0.299708 -0.03 0.01 0.02
H 6.035443 0.499044 0.260915 -0.01 0.00 0.00
H 2.932983 0.330154 2.173792 -0.03 0.02 -0.01
H 4.117649 1.595152 1.838752 0.01 0.01 -0.02
H 4.645956 -0.025737 2.367538 0.01 0.02 -0.02
O 0.645129 6.215627 1.008517 0.04 0.32 -0.08
S 0.553999 4.878318 0.488637 0.62 -0.48 0.12
O 1.255828 3.903323 1.394401 -0.72 0.56 0.11
O 0.970550 4.656698 -0.884198 -0.08 0.18 -0.05
S -1.481438 4.402642 0.521950 -0.06 -0.14 -0.22
C -7.135135 0.758437 0.740533 -0.03 0.01 -0.02
C -5.690062 1.110925 0.509154 0.00 -0.02 0.01
C -5.263414 1.634061 -0.701179 0.10 0.02 -0.04
C -3.920306 1.922564 -0.939861 -0.10 -0.10 0.18
C -3.546803 2.504875 -2.277348 0.00 0.01 -0.12
C -2.980521 1.677222 0.072303 -0.01 -0.06 -0.15
Te -0.959962 2.112122 -0.423392 0.29 0.19 0.66
C -3.391874 1.187220 1.314210 -0.13 0.03 0.00
C -2.461377 0.983415 2.472614 0.05 -0.05 0.05
C -4.744948 0.906370 1.501300 0.06 0.02 0.05
H -7.795464 1.396571 0.151061 0.00 -0.01 0.00
H -7.403484 0.866286 1.792146 0.00 0.01 0.00
H -7.337341 -0.277598 0.456774 0.02 0.00 -0.01
H -5.987265 1.827151 -1.487333 -0.01 0.00 0.01
H -4.447521 2.668472 -2.870804 0.02 0.01 -0.02
H -2.885527 1.840791 -2.837334 -0.01 -0.01 0.01
H -3.025614 3.458955 -2.174527 -0.02 0.00 0.04
H -1.733868 0.192074 2.296517 -0.03 -0.04 -0.04
H -3.037405 0.736194 3.365456 0.08 -0.02 0.03
H -1.888601 1.886328 2.696448 -0.03 0.12 -0.03
H -5.064212 0.526592 2.467117 0.00 0.00 -0.01
O -0.720787 -0.210211 -0.423617 -0.11 0.04 -0.08
C 0.039716 -0.740498 0.447242 0.25 -0.08 0.27
O 0.474793 -0.156384 1.496001 -0.47 -0.34 -0.25
C 0.491566 -2.126495 0.210975 -0.06 0.14 0.02
C 1.455799 -2.718850 1.044382 -0.02 -0.08 -0.11
C 1.943822 -3.976902 0.776201 0.01 0.10 0.06
C 1.470145 -4.692709 -0.345540 0.00 -0.13 -0.10
C 0.476481 -4.117145 -1.172316 0.05 0.07 0.09
C 0.009204 -2.855576 -0.889191 0.04 -0.05 0.01
N 1.977496 -5.945398 -0.640055 -0.05 0.00 0.01
O 2.873016 -6.444295 0.109923 0.06 0.00 0.05
O 1.533164 -6.569220 -1.655063 -0.02 -0.01 -0.05
H 1.818346 -2.160133 1.897677 -0.01 0.01 0.01
H 2.692305 -4.440038 1.401321 0.00 -0.02 -0.01
H 0.115534 -4.685578 -2.015439 0.01 -0.02 0.00
H -0.740508 -2.399714 -1.523350 -0.01 0.02 0.01
I 1.356089 1.825401 4.203472 -0.04 0.04 0.05